Here is a structure of composition C2H6N2Si in a non-equilibrium geometry from OMol25. Energies are from ωB97M-V with the def2-TZVPD basis set.

Its total charge is 0. The calculation puts the frontier orbital gap at 10.14 eV. Its energy above the lowest of the compared OMol25 structures with the same formula, charge and spin is 1.5 kcal/mol. For the LUMO energy, the calculation gives 0.885 eV. Its spin multiplicity is 1.

Last column: Mulliken charge in e.
Cartesian coordinates (Å):
C  0.280  -1.402  -0.025  -0.041
C  1.185  -0.029  -0.017  -0.426
N  -0.948  -1.147  0.082  -0.544
N  0.284  1.031  -0.024  -0.299
Si  -1.346  0.525  0.001  0.186
H  0.742  -2.313  -0.181  0.450
H  1.754  -0.072  0.929  0.293
H  1.699  -0.110  -0.900  0.274
H  0.524  1.723  0.629  0.294
H  -1.849  0.958  -1.482  -0.072
H  -2.324  0.834  0.989  -0.114